{
  "formula": "C14H30N2O13S",
  "method": "wB97M-V/def2-TZVPD",
  "symbols": ["C", "H", "H", "H", "H", "H", "H", "C", "H", "H", "H", "C", "C", "O", "O", "H", "H", "H", "H", "C", "C", "N", "O", "O", "H", "H", "O", "H", "O", "H", "H", "C", "H", "H", "O", "H", "O", "C", "H", "O", "O", "H", "C", "O", "H", "C", "C", "H", "H", "C", "C", "H", "H", "O", "S", "H", "O", "H", "C", "N"],
  "coordinates": [[10.853, -25.315, 32.898], [14.396, -30.908, 37.302], [8.602, -27.470, 35.090], [9.542, -23.682, 33.622], [11.692, -25.340, 33.645], [15.494, -29.826, 35.601], [12.660, -30.495, 36.919], [7.840, -27.710, 34.350], [8.751, -30.584, 40.270], [8.584, -25.170, 33.200], [16.882, -29.132, 37.343], [14.978, -28.043, 37.722], [16.141, -28.809, 38.233], [6.752, -26.738, 33.981], [11.767, -30.925, 34.958], [10.308, -28.965, 31.469], [6.534, -29.440, 35.109], [13.182, -27.054, 36.178], [12.238, -28.490, 35.935], [9.546, -24.758, 33.568], [8.910, -29.469, 40.257], [14.115, -28.836, 36.861], [10.570, -28.793, 38.900], [10.687, -26.712, 32.700], [11.999, -29.773, 31.032], [11.090, -24.835, 31.929], [16.909, -27.803, 38.870], [7.629, -29.617, 33.550], [4.600, -26.820, 33.276], [8.343, -28.016, 33.566], [9.456, -25.202, 34.533], [5.632, -27.279, 33.670], [15.321, -27.134, 37.401], [8.038, -28.934, 40.576], [12.143, -28.427, 40.514], [12.289, -27.916, 37.439], [10.569, -31.986, 36.383], [10.970, -28.790, 40.182], [15.029, -28.471, 34.959], [10.091, -29.194, 40.939], [13.069, -27.509, 32.886], [14.064, -29.902, 34.974], [14.745, -29.182, 35.547], [5.789, -28.642, 33.642], [13.288, -30.227, 38.346], [12.987, -28.033, 36.496], [7.100, -29.047, 34.348], [8.657, -28.379, 38.345], [16.521, -27.678, 39.732], [9.175, -29.219, 38.717], [13.558, -30.185, 37.382], [14.145, -27.706, 38.539], [9.175, -30.097, 38.214], [9.619, -30.437, 35.099], [11.935, -27.549, 31.978], [11.353, -29.853, 32.706], [12.043, -26.826, 30.716], [15.977, -29.651, 38.864], [11.348, -29.179, 31.718], [10.656, -31.110, 35.446]],
  "atomic_forces_ev_per_a": [[0.1, 0.3, 0.9], [-0.7, 0.3, -0.4], [-1.0, 0.6, 0.5], [0.0, 0.2, 0.0], [-0.5, 1.2, -0.8], [3.9, -2.5, 1.4], [-0.4, -0.1, -1.6], [-3.6, -0.1, 2.1], [-0.2, 1.1, 0.8], [0.7, 0.6, -1.0], [-2.0, 0.4, 1.8], [-3.7, -2.1, 4.1], [3.1, 0.7, -2.2], [3.9, 2.1, 1.9], [0.5, 0.8, -1.2], [0.1, -0.7, -0.7], [0.6, -1.7, 2.7], [0.9, 1.1, -0.7], [-0.4, -1.3, -2.0], [0.2, -1.6, -0.8], [-1.8, -3.0, -2.5], [-0.7, -1.5, -2.8], [0.5, 0.3, -1.4], [-0.3, -3.2, -0.6], [-0.7, 1.2, 0.0], [0.0, -0.1, 0.7], [0.6, -0.3, 0.4], [-0.7, -0.8, 1.7], [0.4, 1.2, 0.6], [3.1, 0.8, -4.5], [0.5, 0.1, 1.3], [-1.6, -3.8, -1.9], [0.6, 2.0, -2.0], [-0.1, 0.3, 0.8], [-4.0, -1.3, -1.2], [1.7, 0.1, -1.1], [-0.4, 1.5, -1.3], [7.6, 2.8, -2.6], [1.1, 5.1, -3.0], [-3.3, -1.0, 4.0], [-0.9, -0.5, -0.6], [0.0, 1.6, 0.8], [-4.9, -4.5, 1.2], [1.1, 0.2, 0.3], [-0.5, 1.1, 4.0], [-3.9, 1.1, 4.0], [-2.0, 1.4, -3.4], [-0.8, 0.6, -0.8], [0.0, 0.3, 0.6], [2.4, 2.3, 4.7], [3.1, -0.1, -1.7], [2.4, -0.9, -1.0], [-0.2, -2.3, -2.1], [1.8, -0.8, 0.3], [1.0, 3.8, -0.2], [0.0, 1.9, -1.7], [0.3, -1.5, 0.9], [-0.4, -0.7, 0.4], [-0.4, -1.9, 2.7], [-1.9, -1.0, 2.2]],
  "e_above_lowest_kj_mol": 12.12,
  "charge": 0,
  "homo_lumo_gap_ha": 0.3281,
  "multiplicity": 1,
  "total_energy_ev": -55426.1046
}